The molecule C6H8 at a distorted geometry. Source: the Open Molecules 2025 dataset; level of theory: the ωB97M-V functional and the def2-TZVPD basis.

As for the multiplicity: 1. As for the total energy: -233.28835 Eh. The value obtained for the relative energy (zero: lowest compared OMol25 entry of this formula, charge and spin) is 2.684 eV. Its charge is 0. The highest occupied orbital energy comes out at -7.8563 eV. The orbital gap comes out at 0.284 hartree. The calculation puts the lowest unoccupied orbital energy at -0.121 eV. The SMILES is C=C/C=C\C=C.

XYZ file:
```
14
Properties=species:S:1:pos:R:3:forces:R:3:mulliken_charge:R:1
C -0.12113 -0.98780 -0.53787 0.6697 2.0727 -0.3940 -0.1326
H 1.98826 1.78651 2.45852 -0.7655 0.0498 0.5574 0.2565
C 1.67301 0.81449 2.10714 -0.3009 -0.5409 0.2223 -0.7758
H 1.78279 -0.07176 2.72362 1.2727 -0.0130 -0.1826 0.2339
C 0.97942 0.66557 0.97534 0.4643 1.3793 -1.4501 0.0386
C 0.98183 -0.54916 0.17162 -2.7976 -2.1851 1.7302 -0.4876
C -2.05596 -0.26956 -1.93494 0.5903 0.8133 -0.4890 -0.7772
H 0.35739 1.51929 0.67645 0.7905 -0.0402 -0.5677 0.2110
H -2.68303 0.59775 -2.13116 0.0096 -0.3166 -0.5516 0.2416
H -2.28346 -1.21684 -2.41593 -0.3116 -0.1024 0.7219 0.2941
C -0.90404 -0.01343 -1.29979 -0.4259 -0.3615 1.2824 0.0208
H -0.62481 -1.92711 -0.35655 0.8923 -0.8130 -0.7251 0.3349
H -0.59046 1.01436 -1.11857 -0.3361 -0.0338 -0.1394 0.2298
H 1.50019 -1.36231 0.68211 0.2483 0.0914 -0.0147 0.3119
```
Forces are in eV/Å.

***

A cluster of 2 separate species, C3H6F2N2 in total at a distorted geometry. Source: the Open Molecules 2025 dataset; level of theory: the ωB97M-V functional and the def2-TZVPD basis.

As for the multiplicity: 1. As for the total energy: -427.02987 Eh. The value obtained for the relative energy (zero: lowest compared OMol25 entry of this formula, charge and spin) is 3.259 eV. Its charge is 0. The highest occupied orbital energy comes out at -8.5617 eV. The orbital gap comes out at 0.341 hartree. The calculation puts the lowest unoccupied orbital energy at 0.718 eV.

XYZ file:
```
13
Properties=species:S:1:pos:R:3:forces:R:3:mulliken_charge:R:1
H -1.55978 -0.30416 0.53594 -2.0334 -2.4780 0.7373 0.2849
C -0.95375 0.40368 0.14296 2.3811 5.3340 1.3652 -0.5200
H 2.38741 0.21545 0.63343 -2.4871 -0.0221 -1.2029 0.2484
N 1.39338 0.32819 0.23682 1.1888 -0.2192 -0.9795 -0.1804
H 1.24551 -2.04027 -1.27116 -0.5780 3.1449 0.4894 0.1356
C 0.28378 0.47548 1.10500 0.6524 -0.7776 0.4403 0.1341
F 0.24230 -0.66822 1.98093 -0.2976 0.4042 -0.2133 -0.3533
H -1.01112 -0.29679 -1.81958 1.7111 0.6546 0.9573 0.2964
F 1.74101 0.16309 -2.09836 0.1028 0.4587 -0.2824 -0.2140
N -0.34666 0.15955 -1.13766 -3.2497 -0.4382 -1.7580 -0.1595
H 0.37232 1.32263 1.84955 -0.2403 -0.7437 -1.1808 0.2514
C 0.96035 -0.18675 -1.08604 1.8607 -2.9552 2.7593 -0.1565
H -1.48939 1.47523 0.31715 0.9893 -2.3625 -1.1319 0.2328
```
Forces are in eV/Å.